ORCA calculation (wB97M-V/def2-TZVPD) on 10 unconnected molecules or ions with the total composition C30H80O10.

## Properties
HOMO: -0.34036 Ha
electronic energy: -1943.31135 a.u.
SMILES string: CC(C)O.CC(C)O.CC(C)O.CC(C)O.CC(C)O.CC(C)O.CC(C)O.CC(C)O.CC(C)O.CC(C)O
relative energy (zero: lowest compared OMol25 entry of this formula, charge and spin): 292.13 kJ/mol
frontier orbital gap: 0.354 Ha

XYZ file:
```
120
Properties=species:S:1:pos:R:3:forces:R:3
C 2.16006 -1.02031 5.02098 -0.123 0.474 0.073
C 3.53957 -0.35950 5.12558 -0.877 -0.136 0.541
C 3.61467 1.10210 4.73832 -0.570 -0.919 -1.810
O 4.06255 -0.42672 6.41710 0.173 -0.647 1.460
H 1.33395 -0.43291 5.42174 0.122 0.378 -0.034
H 2.06224 -1.97793 5.53233 0.546 -0.112 -0.103
H 1.98390 -1.16307 3.95482 -0.247 -0.142 0.046
H 4.17252 -0.97609 4.48739 0.334 0.243 -0.472
H 2.93255 1.81501 5.20154 0.225 -0.351 0.620
H 3.29046 1.06584 3.69829 0.407 0.659 -0.462
H 4.67353 1.34946 4.81397 -0.127 0.650 -0.204
H 4.77334 0.21837 6.43289 0.101 -0.106 0.364
C 0.27406 3.99340 3.21650 0.579 -1.335 -0.369
C 0.46391 4.40285 1.77695 1.080 -0.576 0.177
C -0.81997 4.59005 1.06215 -1.131 0.931 -1.140
O 1.29657 5.52004 1.78949 0.245 1.687 0.411
H -0.07866 2.96290 3.17451 -0.801 0.057 0.329
H -0.36673 4.66807 3.78421 0.030 -0.141 -0.069
H 1.24495 3.84154 3.68814 0.088 0.624 0.152
H 1.05972 3.68975 1.20722 -0.229 -1.045 0.311
H -0.67942 4.64524 -0.01735 0.236 -0.243 -0.235
H -1.23380 5.57488 1.27878 -0.206 0.032 0.499
H -1.57742 3.82437 1.22985 0.155 -0.094 0.246
H 1.70612 5.68960 0.93795 -0.031 0.120 -0.394
C 2.43185 -7.61151 -0.47965 0.657 -0.146 -0.155
C 1.37439 -6.56474 -0.63471 -0.185 0.691 -0.171
C 2.01883 -5.17843 -0.86324 -0.081 -0.390 0.267
O 0.56458 -6.79274 -1.76947 -0.275 0.282 -0.990
H 2.03000 -8.62335 -0.53263 -0.031 -0.018 0.034
H 2.97920 -7.49734 0.45601 -0.085 -0.017 0.093
H 3.14813 -7.46039 -1.28723 0.108 -0.313 -0.095
H 0.70690 -6.59297 0.22655 0.091 0.393 0.423
H 2.62875 -5.17459 -1.76662 -0.092 -0.333 -0.160
H 2.71194 -4.94900 -0.05389 -0.190 0.124 0.202
H 1.29337 -4.37488 -0.99020 -0.132 -0.108 0.249
H 0.17949 -7.67141 -1.80495 0.162 -0.136 0.346
C 1.84009 4.31312 -1.85947 1.514 -0.542 0.820
C 3.08375 5.18744 -1.44950 -0.775 0.774 -2.214
C 3.78288 5.75769 -2.69504 0.747 -1.589 -0.095
O 2.64822 6.33302 -0.79568 -0.750 0.986 2.024
H 1.66759 3.60645 -1.04772 -0.262 -0.120 0.031
H 2.08777 3.71593 -2.73704 -0.206 0.107 -0.089
H 0.91098 4.86573 -1.99897 0.311 0.324 -0.156
H 3.79066 4.71387 -0.76826 -0.181 -0.350 -0.170
H 4.63076 6.39766 -2.45083 -0.274 0.198 0.205
H 3.07023 6.26796 -3.34299 -0.052 0.096 0.059
H 4.21179 4.92793 -3.25687 -0.013 -0.039 -0.369
H 2.15796 6.87134 -1.42134 -0.087 0.092 0.011
C 2.51649 -0.35481 -5.51869 -0.328 1.060 0.395
C 3.18022 0.93912 -5.02513 0.459 0.345 0.586
C 3.14323 1.18755 -3.52174 -1.607 -0.080 -0.438
O 4.53134 1.00774 -5.34607 1.804 -0.375 -1.168
H 1.44661 -0.22855 -5.35281 -0.157 -0.280 -0.107
H 2.84219 -1.21979 -4.94092 0.150 -0.015 -0.002
H 2.69544 -0.51240 -6.58230 0.052 0.023 0.085
H 2.83029 1.84697 -5.51652 -0.780 -0.229 -0.197
H 3.42328 0.27218 -3.00042 0.199 0.212 0.292
H 2.11440 1.45162 -3.27706 -0.205 -0.226 0.488
H 3.73547 2.06754 -3.27081 0.294 -0.359 0.006
H 4.96390 0.18783 -5.09660 0.121 -0.116 0.062
C -1.11904 3.00909 -3.46662 -1.628 -0.093 0.188
C -1.98010 4.18037 -2.88585 0.503 -0.580 0.053
C -2.93425 4.79786 -3.84936 0.150 0.591 -1.471
O -2.75191 3.62394 -1.83084 0.169 -0.468 0.467
H -0.43750 2.55952 -2.74450 0.166 0.417 -0.047
H -0.69511 3.10156 -4.46654 0.384 0.780 0.287
H -1.87260 2.24528 -3.65861 -0.184 -0.374 0.148
H -1.37553 4.97591 -2.45028 0.437 0.008 -0.115
H -3.73911 4.15249 -4.20121 0.222 -0.380 0.132
H -2.33507 5.09161 -4.71123 -0.210 0.203 -0.329
H -3.42189 5.70362 -3.48893 0.151 0.022 0.332
H -3.14022 4.35182 -1.33992 -0.123 -0.045 0.205
C -2.73229 -2.24096 5.07829 -0.445 0.111 -0.146
C -2.41123 -1.79707 3.66656 0.547 -1.247 0.686
C -3.59539 -1.90625 2.71535 0.335 0.193 -0.741
O -1.81451 -0.54101 3.75173 -0.551 1.373 0.567
H -3.49722 -1.56313 5.45717 0.215 0.135 0.498
H -1.80327 -2.24334 5.64841 -0.262 0.260 0.295
H -3.15816 -3.24357 5.11701 0.099 -0.089 -0.235
H -1.54747 -2.41125 3.41196 -0.404 -0.978 -0.887
H -4.07673 -2.88280 2.66287 0.264 -0.168 0.390
H -3.22390 -1.72130 1.70744 -0.043 0.150 -0.255
H -4.38254 -1.17362 2.89355 0.147 0.177 0.342
H -1.58159 -0.22485 2.87572 0.117 0.139 -0.492
C -2.51760 -7.02303 0.96779 1.651 -0.006 0.285
C -1.88798 -5.82557 1.81481 -1.938 -1.200 -1.683
C -1.91485 -4.62055 0.91782 1.123 0.610 -0.327
O -2.77954 -5.57324 2.83298 -1.005 0.207 2.301
H -3.55375 -6.91058 0.64866 -0.069 0.814 0.167
H -2.52452 -7.97715 1.49476 0.377 0.032 0.197
H -1.92557 -7.11708 0.05743 0.000 -0.276 -0.143
H -0.94529 -6.07050 2.30415 0.158 -0.034 -0.440
H -1.13435 -4.69588 0.16070 -0.293 -0.043 -0.511
H -1.72217 -3.67513 1.42494 0.029 -0.159 0.412
H -2.92311 -4.54268 0.51107 0.132 -0.009 -0.412
H -3.66612 -5.63437 2.46991 -0.107 0.071 0.101
C -5.14229 1.02583 -1.63098 -0.590 -0.340 0.183
C -3.93629 0.24546 -1.05992 -0.725 0.227 -1.654
C -3.27593 -0.61314 -2.15933 0.101 -0.096 0.038
O -3.06972 1.24528 -0.53202 0.236 -1.141 0.322
H -4.88088 1.76262 -2.39053 0.604 0.220 0.242
H -5.64600 1.52350 -0.80231 0.028 0.204 -0.073
H -5.90973 0.46293 -2.16226 0.090 -0.673 0.275
H -4.25983 -0.42320 -0.26222 0.114 0.240 0.222
H -3.89298 -1.44687 -2.49434 -0.314 -0.083 0.415
H -2.33366 -1.04565 -1.82292 0.066 0.075 0.079
H -3.09361 -0.08430 -3.09485 0.166 0.521 0.141
H -2.97148 1.88299 -1.24284 0.296 0.739 -0.038
C 0.49697 0.35340 -0.67713 0.222 0.141 -0.485
C -0.19974 -0.51318 0.35254 1.615 -1.067 -0.645
C 0.70121 -1.32456 1.27679 -0.313 0.569 -0.598
O -0.98536 0.31263 1.15004 -0.293 0.039 0.343
H -0.25119 0.68266 -1.39820 -0.178 0.506 0.149
H 1.24684 -0.09851 -1.32642 0.164 -0.537 0.372
H 0.96578 1.19597 -0.16881 -0.076 0.194 -0.090
H -0.80634 -1.23866 -0.18952 -0.391 -0.165 -0.103
H 1.42048 -1.95000 0.74802 -0.211 -0.105 -0.153
H -0.02292 -1.93244 1.81921 0.610 -0.109 0.638
H 1.27462 -0.61559 1.87401 -0.179 -0.206 0.450
H -1.56808 0.70595 0.49632 -1.054 0.764 0.106
```
Positions in Å, forces in eV/Å.